Model P:
An isolated molecule of C4H5NO3. Source: the Open Molecules 2025 dataset; level of theory: the ωB97M-V functional and the def2-TZVPD basis.

The geometry in XYZ format:
```
13
Properties=species:S:1:pos:R:3:mulliken_charge:R:1
O 2.33312 -0.83142 -2.61552 -0.516
C 2.20177 -0.02953 -1.59546 0.025
C 1.00102 -0.06823 -0.73521 -0.154
C -0.28654 -0.38337 -1.14755 0.003
O -1.49347 -0.40575 -0.51566 -0.309
C -1.79778 -0.13043 0.76788 -0.046
N -0.88476 0.42084 1.50591 -0.185
O -1.36893 0.37952 2.88254 -0.451
H 3.07296 0.56407 -1.06323 0.233
H 1.17598 0.44573 0.25385 0.245
H -0.46296 -0.76284 -2.15572 0.374
H -2.81351 -0.24497 1.07089 0.416
H -0.67690 1.04638 3.34729 0.365
```

The SMILES is O=C/C=C/O/C=N/O. Its charge is 0. For the LUMO energy, the calculation gives -0.34 eV. The orbital gap comes out at 9.12 eV. The HOMO energy comes out at -9.46 eV.



Model Q:
A cluster of 2 separate species, C4H5NO3 in total. Source: the Open Molecules 2025 dataset; level of theory: the ωB97M-V functional and the def2-TZVPD basis.

The geometry in XYZ format:
```
13
Properties=species:S:1:pos:R:3:mulliken_charge:R:1
C -0.78062 -0.28895 -0.16251 0.722
C 0.29367 -1.02286 0.29009 -0.853
C 1.62825 -0.55309 0.02949 0.638
C 0.62794 1.53344 0.03038 -0.159
H -2.61249 -0.06638 0.66101 0.347
H -2.26817 -1.61501 -0.20491 0.311
H 0.09434 -2.01597 0.44745 0.367
H 0.79170 2.53546 -0.48542 0.187
H 0.46872 1.52858 1.17894 0.355
N -2.07469 -0.75049 -0.55254 -0.632
O 2.69709 -1.12791 -0.47660 -0.593
O 1.73069 0.83206 -0.33440 -0.319
O -0.59643 1.01111 -0.42097 -0.369
```

Its charge is 0. For the LUMO energy, the calculation gives -0.84 eV. The orbital gap comes out at 8.73 eV. The HOMO energy comes out at -9.57 eV.



Model R:
An isolated molecule of C4H5NO3. Source: the Open Molecules 2025 dataset; level of theory: the ωB97M-V functional and the def2-TZVPD basis.

The geometry in XYZ format:
```
13
Properties=species:S:1:pos:R:3:mulliken_charge:R:1
N 2.01060 -0.57531 -2.98382 -0.422
C 1.36544 -0.22406 -2.12227 -0.089
C 0.34844 -0.22703 -1.10558 0.304
C -0.80206 -0.91346 -1.28949 -0.065
O -1.64664 -0.87800 -0.19807 -0.489
C 0.65376 0.45761 0.29446 0.046
O 1.91557 0.00346 0.63597 -0.543
O 0.67422 1.84622 0.15774 -0.522
H -1.03440 -1.32482 -2.27770 0.423
H -2.16157 -1.71317 -0.11024 0.324
H -0.10799 -0.05702 0.96423 0.298
H 2.57349 0.72983 0.37288 0.364
H -0.20830 2.03357 -0.24094 0.372
```

The SMILES is N#C/C(=C/O)C(O)O. Its charge is 0. For the LUMO energy, the calculation gives 0.23 eV. The orbital gap comes out at 9.96 eV. The HOMO energy comes out at -9.72 eV.



Model S:
An isolated molecule of C4H5NO3. Source: the Open Molecules 2025 dataset; level of theory: the ωB97M-V functional and the def2-TZVPD basis.

The geometry in XYZ format:
```
13
Properties=species:S:1:pos:R:3:mulliken_charge:R:1
O -0.09850 1.20317 2.31551 -0.544
C 0.05504 0.32385 1.32867 0.566
C -1.20243 -0.61660 0.91966 -0.464
N -0.90923 -1.47857 -0.28439 -0.473
C -0.68649 -0.39318 -1.32911 -0.544
C 0.62497 0.26942 -1.19762 0.568
O 1.31115 0.56559 -2.06295 -0.354
O 1.16571 0.33704 0.35758 -0.373
H -2.06088 0.09948 1.03300 0.248
H -1.55839 -1.31967 1.73771 0.306
H 0.16956 -1.88579 -0.07419 0.358
H -1.51562 0.08154 -1.58892 0.448
H -0.44336 -0.97283 -2.32749 0.259
```

The SMILES is O=C1CNCC(=O)O1. Its charge is 0. For the LUMO energy, the calculation gives 0.21 eV. The orbital gap comes out at 10.48 eV. The HOMO energy comes out at -10.27 eV.



model R (0.0507 hartree below the next structure)



Model P:
An isolated molecule of C5H8N2O2. Source: the Open Molecules 2025 dataset; level of theory: the ωB97M-V functional and the def2-TZVPD basis.

The geometry in XYZ format:
```
17
Properties=species:S:1:pos:R:3:mulliken_charge:R:1
C 1.56996 -1.59439 -1.26464 0.330
C 0.45736 -1.46152 -0.90623 -0.793
C -0.75147 -0.94598 -0.47654 -0.001
C -0.86381 0.26721 -1.20867 -0.359
O -1.31288 0.11829 -2.56918 -0.504
O -0.83145 -0.62807 1.00114 -0.355
C -0.21403 0.57895 1.48685 0.011
N 0.97016 1.03261 1.06277 -0.330
N 1.05102 2.02132 2.47759 -0.645
H 2.57644 -2.08074 -1.11311 0.326
H -1.62121 -1.61871 -0.49987 0.210
H -1.69078 0.94836 -0.62133 0.196
H 0.17174 0.60635 -0.73692 0.492
H -0.62789 -0.68149 -2.90061 0.374
H -0.61515 1.00476 2.44664 0.425
H 1.48591 1.12377 3.13858 0.317
H 2.13918 2.33286 2.26370 0.308
```

The SMILES is C#C[C@H](CO)O/C=N/N. Its charge is 0. For the LUMO energy, the calculation gives 0.82 eV. The orbital gap comes out at 10.65 eV. The HOMO energy comes out at -9.82 eV.



Model Q:
A structure of composition C5H8N2O2. Source: the Open Molecules 2025 dataset; level of theory: the ωB97M-V functional and the def2-TZVPD basis.

The geometry in XYZ format:
```
17
Properties=species:S:1:pos:R:3:mulliken_charge:R:1
C 0.03738 -0.63076 -0.53564 0.168
C -1.39765 1.14346 -1.12717 -0.861
C 0.08412 -2.05857 -0.04537 -1.304
N -1.08615 0.07389 -0.21504 -0.318
C 1.11009 0.52524 0.53822 0.816
O 1.71583 -0.30435 1.45458 -0.462
C -0.16445 1.27597 1.45354 0.128
O 1.70607 1.33169 -0.16557 -0.530
N -0.73404 1.92557 2.23216 -0.504
H 2.40859 0.23019 1.87683 0.384
H 0.46119 -0.46630 -1.53080 0.407
H -1.81503 0.67191 -2.02789 0.373
H -2.12556 1.81924 -0.68313 0.319
H -0.49769 1.69820 -1.43568 0.354
H -0.24769 -2.11345 0.99096 0.317
H -0.55875 -2.68463 -0.66802 0.372
H 1.10373 -2.43730 -0.11196 0.341
```

Its charge is 0. For the LUMO energy (spin up / spin down), the calculation gives -2.20 / -2.20 eV. The orbital gap (spin up / spin down) comes out at 7.76 / 7.76 eV. The HOMO energy (spin up / spin down) comes out at -9.96 / -9.96 eV.



model Q (0.1500 hartree below the next structure)



Model P:
A cluster of 2 separate species, C2H6N2O2S in total. Source: the Open Molecules 2025 dataset; level of theory: the ωB97M-V functional and the def2-TZVPD basis.

The geometry in XYZ format:
```
13
Properties=species:S:1:pos:R:3:mulliken_charge:R:1
C -1.45036 -0.66663 0.44226 0.560
C -1.49617 -1.27286 -0.84583 -0.825
N -1.50587 -0.23907 1.50196 -0.487
N 1.43184 1.35224 1.34558 -0.388
O 1.07789 -0.56704 -0.41212 -0.559
O 1.13156 1.94465 -0.90721 -0.630
S 0.52781 1.06473 0.06915 0.637
H -2.34670 -1.73714 -1.16746 0.414
H -0.71675 -2.02161 -0.89855 0.235
H -1.20909 -0.41554 -1.54080 0.238
H 1.25174 -0.47652 -1.32967 0.319
H 2.09424 2.15316 1.52570 0.254
H 1.20986 0.88162 2.21698 0.232
```

Its charge is 0. For the LUMO energy, the calculation gives 0.78 eV. The orbital gap comes out at 10.32 eV. The HOMO energy comes out at -9.54 eV.



Model Q:
An isolated molecule of C2H6N2O2S. Source: the Open Molecules 2025 dataset; level of theory: the ωB97M-V functional and the def2-TZVPD basis.

The geometry in XYZ format:
```
13
Properties=species:S:1:pos:R:3:mulliken_charge:R:1
N -1.19122 0.72157 -0.98938 -0.413
S -0.58706 -0.47924 0.03779 0.704
N -0.59780 0.20146 1.52188 -0.404
O -2.09186 -1.54147 0.19266 -0.668
C 1.22164 0.10872 -0.53924 -0.296
C 2.21897 -0.87224 -0.22463 -0.144
O 2.05207 0.18174 0.61728 -0.377
H -2.10540 0.62870 -1.34855 0.271
H -0.58018 0.72751 -1.74510 0.326
H 0.33515 0.57694 1.70474 0.293
H -1.16765 -0.09446 2.34994 0.271
H 2.04427 -1.74712 0.28986 0.243
H 3.14521 -0.93245 -0.80139 0.194
```

The SMILES is NS(N)(=O)=C1CO1. Its charge is 0. For the LUMO energy (spin up / spin down), the calculation gives -0.95 / -0.95 eV. The orbital gap (spin up / spin down) comes out at 8.13 / 8.13 eV. The HOMO energy (spin up / spin down) comes out at -9.08 / -9.08 eV.



model P (0.1920 hartree below the next structure)



Model P:
A cluster of 2 separate species, C4H9O in total. Source: the Open Molecules 2025 dataset; level of theory: the ωB97M-V functional and the def2-TZVPD basis.

The geometry in XYZ format:
```
14
Properties=species:S:1:pos:R:3:mulliken_charge:R:1
C 2.20156 1.71284 1.11755 -0.578
O 1.70356 1.72882 -0.12444 -0.823
H 2.72801 0.72805 1.43616 0.110
H 3.05006 2.42520 1.25997 0.189
H 1.42523 1.80125 1.91337 0.137
C -0.45690 -0.36638 -1.23908 -0.849
C -1.57458 -1.24886 -0.86762 0.074
C -2.15557 -1.40160 0.31988 -0.716
H 0.41892 -1.03057 -1.27817 0.196
H -0.47621 0.20937 -2.15934 0.274
H -0.13361 0.32940 -0.45379 0.220
H -1.91026 -1.97923 -1.60090 0.238
H -2.87189 -2.18364 0.53465 0.244
H -1.94832 -0.72465 1.14176 0.284
```

Its charge is -1. For the LUMO energy, the calculation gives 3.89 eV. The orbital gap comes out at 5.80 eV. The HOMO energy comes out at -1.91 eV.



Model Q:
A cluster of 2 separate species, C4H9O in total. Source: the Open Molecules 2025 dataset; level of theory: the ωB97M-V functional and the def2-TZVPD basis.

The geometry in XYZ format:
```
14
Properties=species:S:1:pos:R:3:mulliken_charge:R:1
C -2.93807 -0.52529 0.75992 -0.574
O -2.47037 -0.28186 -0.47573 -0.825
H -3.11084 0.39699 1.37676 0.142
H -3.90502 -1.10779 0.80305 0.174
H -2.28913 -1.18148 1.42033 0.115
C 0.72849 0.43119 -1.05548 -0.956
C 2.15721 0.45347 -0.63387 0.101
C 2.59139 -0.04745 0.52883 -0.839
H 0.23688 1.37743 -0.79492 0.234
H 0.49321 0.33278 -2.11499 0.311
H 0.16000 -0.31343 -0.49619 0.258
H 2.93590 0.64391 -1.38047 0.275
H 3.59886 0.18036 0.85032 0.280
H 1.81148 -0.35882 1.21244 0.304
```

Its charge is -1. For the LUMO energy, the calculation gives 3.85 eV. The orbital gap comes out at 5.77 eV. The HOMO energy comes out at -1.92 eV.



Model R:
A structure of composition C4H9O. Source: the Open Molecules 2025 dataset; level of theory: the ωB97M-V functional and the def2-TZVPD basis.

The geometry in XYZ format:
```
14
Properties=species:S:1:pos:R:3:mulliken_charge:R:1
C 1.12379 0.07767 -0.02550 0.052
O 1.78667 -0.01648 1.13893 -0.908
C 0.09160 -1.03857 -0.56947 -1.082
C -0.38349 0.35262 0.01598 0.069
C -0.98297 1.22956 -1.04674 -1.167
H 1.74499 0.51779 -0.82810 0.287
H -5.78177 -2.76344 3.15641 -0.004
H -0.38558 -1.83550 -0.03399 0.308
H 0.04865 -1.23690 -1.62562 0.252
H -5.34305 -3.36382 2.93651 0.004
H -0.64322 0.36695 1.07359 0.406
H -0.18582 2.05424 -1.05811 0.219
H -1.96081 1.74476 -0.90072 0.296
H -0.88039 0.92009 -2.07698 0.268
```

Its charge is -1. For the LUMO energy, the calculation gives 4.25 eV. The orbital gap comes out at 6.15 eV. The HOMO energy comes out at -1.90 eV.



model P (0.0037 hartree below the next structure)